(1)
Molecular formula: C4H12NO2
Method: DFT, the ωB97M-V functional and the def2-TZVPD basis

- charge = -1
- multiplicity = 1
- LUMO level (eV) = 3.7
- largest force on an atom (eV/Å) = 1.83
- HOMO-LUMO gap (eV) = 7.387
- HOMO (eV) = -3.67

Structure (XYZ):
```
19
Properties=species:S:1:pos:R:3:lowdin_charge:R:1
C -0.68 0.68 -2.76 -0.117
C 0.29 -0.11 -1.87 -0.323
N 0.09 0.16 -0.48 -0.107
C -0.42 -0.88 0.39 -0.233
C -0.63 -0.32 1.80 -0.305
O 0.00 0.94 1.97 -0.230
H -0.60 1.74 -2.56 0.060
H -1.68 0.35 -2.44 0.062
H -0.61 0.31 -3.80 0.057
H 0.17 -1.18 -2.09 0.102
H 1.32 0.13 -2.14 0.094
H 0.49 0.91 0.07 0.099
H 0.29 -1.74 0.43 0.098
H -1.34 -1.25 -0.09 0.096
H -1.69 -0.18 2.05 0.091
H -0.21 -0.99 2.55 0.093
H 0.87 0.74 2.64 -0.037
H 2.53 0.33 2.83 -0.094
O 1.83 0.36 3.49 -0.407
```



(2)
Molecular formula: C5H5P
Method: DFT, the ωB97M-V functional and the def2-TZVPD basis

- multiplicity = 1
- LUMO level (eV) = -0.6
- SMILES = [H]/P=C/C=C\C#C
- largest force on an atom (eV/Å) = 5.50
- HOMO-LUMO gap (eV) = 7.888
- HOMO (eV) = -8.53

Structure (XYZ):
```
11
Properties=species:S:1:pos:R:3:lowdin_charge:R:1
H -3.29 1.39 0.02 -0.134
P -2.77 0.04 -0.33 0.802
C -1.24 -0.08 0.37 -0.564
C -0.42 -1.22 0.26 -0.220
C 0.93 -1.06 0.21 -0.108
C 1.61 0.18 -0.02 -0.114
C 2.42 1.07 0.15 0.157
H -0.72 0.84 0.66 0.051
H -0.87 -2.11 0.53 0.082
H 1.51 -1.89 0.12 0.070
H 2.98 1.85 0.38 -0.020
```



(3)
Molecular formula: C4H4N2O3
Method: DFT, the ωB97M-V functional and the def2-TZVPD basis

- multiplicity = 1
- LUMO level (spin up / spin down) (eV) = 0.4 / 0.4
- largest force on an atom (eV/Å) = 6.18
- HOMO-LUMO gap (spin up / spin down) (eV) = 9.474 / 9.473
- HOMO (spin up / spin down) (eV) = -9.08 / -9.08

Structure (XYZ):
```
13
Properties=species:S:1:pos:R:3:lowdin_charge:R:1
C -0.28 -1.06 -0.33 0.086
C 0.55 -0.12 0.38 -0.449
C 4.52 -0.35 -0.03 -0.470
C 0.30 -0.34 1.89 0.016
N -1.22 -3.15 -0.84 0.099
N -0.70 -2.09 -0.77 -0.100
O 4.22 -0.40 1.09 0.190
O 1.33 0.58 -0.19 0.094
O 4.83 -0.30 -1.09 0.264
H -0.03 -1.28 2.18 0.070
H -0.36 0.42 2.14 0.063
H 1.21 -0.01 2.39 0.096
H -1.39 -3.63 -1.66 0.040
```



(4)
Molecular formula: C44H30F15Ge2N2O5STi
Method: DFT, the ωB97M-V functional and the def2-TZVPD basis

- charge = +1
- multiplicity = 1
- LUMO level (eV) = -4.4
- largest force on an atom (eV/Å) = 2.77
- HOMO-LUMO gap (eV) = 7.310
- HOMO (eV) = -11.72

Structure (XYZ):
```
100
Properties=species:S:1:pos:R:3:lowdin_charge:R:1
Ti -1.42 -0.64 1.43 0.922
O 0.92 -5.91 3.26 0.142
C 0.48 -4.70 2.96 -0.263
C -0.53 -4.07 3.72 0.122
C -1.11 -2.97 3.15 -0.148
N -0.65 -2.46 2.00 0.046
C 0.40 -3.00 1.36 -0.118
C 0.98 -4.16 1.79 0.120
C 0.56 -2.22 0.08 -0.428
O 1.32 -2.58 -0.79 0.160
O -0.32 -1.16 0.04 -0.161
C -2.32 -2.20 3.66 -0.469
O -2.97 -2.54 4.63 0.149
O -2.64 -1.18 2.83 -0.190
H 0.34 -6.36 3.86 0.135
H -0.89 -4.44 4.67 0.148
H 1.86 -4.60 1.25 0.178
C -4.81 1.56 0.17 -0.012
C -5.27 1.05 -1.01 0.008
C -4.67 -0.13 -1.53 0.034
C -3.61 -0.74 -0.88 -0.213
N -3.16 -0.18 0.28 0.010
C -3.74 0.92 0.75 -0.108
C -3.09 -2.11 -1.20 -0.223
C -3.39 -3.13 -0.32 -0.042
C -2.79 -4.37 -0.55 -0.068
C -1.81 -4.56 -1.57 -0.048
C -1.55 -3.47 -2.42 -0.109
C -2.17 -2.21 -2.27 -0.203
H -5.27 2.39 0.59 0.107
H -6.17 1.37 -1.49 0.122
H -5.03 -0.58 -2.38 0.107
H -3.31 1.35 1.68 0.110
H -4.07 -3.02 0.57 0.144
H -2.99 -5.27 0.03 0.107
H -1.37 -5.55 -1.71 0.111
H -0.86 -3.65 -3.26 0.101
C 1.08 1.61 -6.59 -0.095
C 0.56 0.23 -6.21 -0.282
C 1.02 -0.32 -4.87 -0.314
C 0.10 -1.33 -4.22 -0.316
Ge -1.66 -0.75 -3.63 1.009
C -1.61 1.08 -2.86 -0.298
C -2.56 2.11 -3.52 -0.288
C -1.98 3.52 -3.45 -0.287
C -2.88 4.62 -4.03 -0.127
H 0.65 2.02 -7.49 0.068
H 2.15 1.52 -6.66 0.067
H 0.86 2.30 -5.70 0.088
H 0.91 -0.46 -7.01 0.120
H -0.51 0.17 -6.30 0.080
H 1.24 0.49 -4.20 0.067
H 2.05 -0.68 -4.98 0.117
H 0.62 -1.73 -3.32 0.069
H 0.00 -2.18 -4.99 0.104
H -2.86 -0.59 -4.53 -0.014
H -0.60 1.50 -2.88 0.052
H -1.85 0.99 -1.81 0.034
H -3.53 2.07 -3.04 0.086
H -2.62 1.90 -4.57 0.087
H -1.03 3.63 -4.05 0.118
H -1.76 3.71 -2.37 0.116
H -3.16 4.42 -5.11 0.089
H -2.37 5.57 -4.08 0.056
H -3.83 4.78 -3.41 0.088
F 4.04 2.68 1.47 0.105
C 3.39 3.34 2.45 -0.229
C 2.29 2.88 3.05 -0.136
C 1.81 3.57 4.19 -0.220
F 0.83 3.10 4.98 0.082
C 2.35 4.75 4.63 -0.104
F 1.72 5.54 5.53 0.121
C 3.46 5.27 3.92 -0.141
F 4.05 6.37 4.23 0.183
C 4.02 4.52 2.90 -0.115
F 5.16 4.97 2.36 0.131
Ge 1.63 1.06 2.79 0.804
S -0.64 1.02 2.88 0.441
C 2.15 0.43 1.09 -0.163
C 1.70 1.20 0.01 -0.280
F 0.81 2.15 0.19 0.106
C 2.15 1.04 -1.24 -0.175
F 1.77 1.85 -2.19 0.157
C 3.12 0.10 -1.46 -0.079
F 3.69 -0.02 -2.68 0.139
C 3.58 -0.74 -0.44 -0.152
F 4.62 -1.54 -0.69 0.144
C 3.17 -0.51 0.83 -0.195
F 3.73 -1.25 1.84 0.097
C 2.33 0.13 4.34 -0.116
C 1.65 -0.74 5.16 -0.208
F 0.37 -1.12 4.92 0.069
C 2.30 -1.39 6.18 -0.154
F 1.76 -2.43 6.78 0.150
C 3.58 -0.99 6.57 -0.116
F 4.13 -1.59 7.59 0.178
C 4.28 -0.10 5.75 -0.174
F 5.50 0.24 6.05 0.179
C 3.69 0.39 4.66 -0.209
F 4.51 1.10 3.86 0.114
```



(5)
Molecular formula: C25H52InO11S4
Method: DFT, the ωB97M-V functional and the def2-TZVPD basis

- charge = -1
- multiplicity = 1
- LUMO level (eV) = 1.5
- largest force on an atom (eV/Å) = 3.07
- HOMO-LUMO gap (eV) = 5.474
- HOMO (eV) = -3.97

Structure (XYZ):
```
93
Properties=species:S:1:pos:R:3:lowdin_charge:R:1
C 3.45 -3.73 1.49 -0.108
C 2.19 -3.04 0.83 -0.228
C 1.71 -4.02 -0.29 -0.452
O 0.65 -3.48 -1.04 -0.425
In -1.18 -4.41 -0.50 0.530
C -2.09 -3.50 1.38 -0.307
C -1.96 -4.50 2.61 -0.285
C -0.47 -4.49 3.03 -0.127
C -0.09 -5.52 4.10 -0.474
O 0.33 -5.14 5.14 0.096
O -0.20 -6.87 3.85 -0.013
C 0.77 -7.62 4.57 -0.242
C 1.05 -9.00 3.88 -0.076
H 3.20 -4.81 1.55 0.066
H 3.64 -3.30 2.49 0.069
H 4.29 -3.60 0.79 0.029
H 2.47 -2.08 0.36 0.093
H 1.40 -2.83 1.57 0.081
H 2.62 -4.19 -0.93 0.099
H 1.46 -5.03 0.14 0.058
H -2.41 -4.25 -1.79 -0.122
H -0.77 -6.10 -0.07 -0.078
H -1.47 -2.62 1.64 0.028
H -3.14 -3.20 1.19 -0.028
H -2.27 -5.50 2.22 0.087
H -2.65 -4.17 3.41 0.103
H -0.20 -3.47 3.36 0.122
H 0.15 -4.71 2.13 0.086
H 1.74 -7.09 4.64 0.121
H 0.41 -7.87 5.59 0.120
H 1.14 -8.87 2.79 0.079
H 0.32 -9.77 4.19 0.066
H 2.04 -9.33 4.25 0.069
C -5.58 0.68 -0.87 -0.232
C -5.39 -0.38 -1.97 -0.213
C -4.40 -1.42 -1.45 -0.218
S -4.56 -1.41 0.34 0.651
O -3.34 -0.92 0.91 -0.318
O -5.18 -2.64 0.77 -0.329
C -5.78 -0.10 0.42 -0.230
H -6.42 1.34 -1.08 0.116
H -4.68 1.29 -0.80 0.069
H -6.35 -0.86 -2.18 0.111
H -5.04 0.07 -2.90 0.110
H -4.61 -2.41 -1.82 0.093
H -3.37 -1.15 -1.69 0.107
H -5.61 0.50 1.32 0.104
H -6.77 -0.56 0.46 0.101
C -0.99 3.84 0.79 -0.213
C -0.24 3.61 -0.52 -0.212
C -1.28 3.29 -1.60 -0.210
S -2.79 4.12 -1.09 0.701
O -3.78 3.11 -0.77 -0.325
O -3.07 5.21 -1.99 -0.342
C -2.15 4.76 0.45 -0.227
H -0.34 4.28 1.56 0.113
H -1.36 2.89 1.17 0.123
H 0.31 4.52 -0.80 0.109
H 0.49 2.81 -0.44 0.118
H -0.99 3.66 -2.57 0.100
H -1.48 2.22 -1.65 0.108
H -2.93 4.77 1.21 0.111
H -1.81 5.78 0.27 0.075
C 6.16 -1.19 -2.90 -0.223
C 7.61 -1.02 -2.43 -0.223
C 7.58 -0.80 -0.92 -0.227
S 6.11 -1.63 -0.32 0.648
O 5.20 -0.63 0.19 -0.312
O 6.49 -2.78 0.45 -0.327
C 5.52 -2.16 -1.92 -0.225
H 6.11 -1.56 -3.93 0.114
H 5.65 -0.23 -2.87 0.119
H 8.18 -1.93 -2.66 0.114
H 8.11 -0.20 -2.94 0.109
H 8.46 -1.23 -0.43 0.099
H 7.50 0.26 -0.67 0.101
H 4.43 -2.14 -1.94 0.112
H 5.87 -3.18 -2.08 0.112
C -0.09 9.70 -2.50 -0.225
C -0.32 9.93 -1.00 -0.220
C -1.78 9.58 -0.69 -0.219
S -2.27 8.35 -1.91 0.693
O -3.29 8.93 -2.75 -0.306
O -2.44 7.08 -1.26 -0.362
C -0.72 8.34 -2.81 -0.223
H 0.96 9.72 -2.76 0.114
H -0.60 10.48 -3.07 0.119
H 0.35 9.27 -0.43 0.115
H -0.09 10.95 -0.71 0.112
H -1.89 9.16 0.31 0.101
H -2.43 10.45 -0.81 0.102
H -0.91 8.19 -3.87 0.110
H -0.11 7.53 -2.41 0.106
```



(6)
Molecular formula: C8H17NTa
Method: DFT, the ωB97M-V functional and the def2-TZVPD basis

- charge = -1
- multiplicity = 1
- LUMO level (eV) = 3.3
- largest force on an atom (eV/Å) = 5.15
- HOMO-LUMO gap (eV) = 7.796
- HOMO (eV) = -4.50

Structure (XYZ):
```
27
Properties=species:S:1:pos:R:3:lowdin_charge:R:1
Ta -1.29 0.89 -2.30 0.964
C 0.79 0.31 -1.47 -0.489
C 1.51 1.44 -0.58 -0.346
C 1.01 1.53 0.94 -0.223
C 1.29 0.22 1.83 -0.180
N 0.33 -0.89 1.60 -0.182
C 0.66 -2.28 1.31 -0.087
C -0.70 -2.99 1.12 -0.094
C -1.81 -1.93 1.30 -0.096
C -1.08 -0.61 1.61 -0.111
H -1.52 -0.83 -2.99 -0.217
H -0.51 1.39 -3.90 -0.227
H -1.14 2.61 -1.61 -0.212
H -2.21 0.32 -0.79 -0.217
H -2.95 1.31 -3.06 -0.256
H 0.72 -0.72 -0.97 0.010
H 1.47 0.15 -2.40 0.024
H 1.27 2.46 -1.07 0.070
H 2.65 1.30 -0.62 0.086
H 1.62 2.39 1.43 0.105
H -0.09 1.90 0.98 0.091
H 1.31 0.57 2.93 0.117
H 2.36 -0.14 1.61 0.126
H 1.68 -2.78 1.22 0.099
H -0.90 -4.08 0.85 0.065
H -2.94 -1.98 1.22 0.074
H -1.52 0.43 1.81 0.108
```



(7)
Molecular formula: C5H6O2
Method: DFT, the ωB97M-V functional and the def2-TZVPD basis

- multiplicity = 1
- LUMO level (eV) = -0.1
- SMILES = C#CC(=O)[C@@H](C)O
- largest force on an atom (eV/Å) = 0.59
- HOMO-LUMO gap (eV) = 10.469
- HOMO (eV) = -10.53

Structure (XYZ):
```
13
Properties=species:S:1:pos:R:3:lowdin_charge:R:1
C -2.52 1.13 0.87 0.164
C -1.73 0.47 0.25 -0.020
C -0.77 -0.24 -0.59 -0.369
O -1.10 -1.11 -1.36 0.113
C 0.69 0.18 -0.47 -0.391
C 1.32 -0.47 0.77 -0.027
O 1.37 -0.21 -1.63 -0.016
H -3.23 1.72 1.41 0.042
H 0.73 1.27 -0.37 0.153
H 2.36 -0.16 0.84 0.086
H 1.28 -1.56 0.67 0.093
H 0.80 -0.17 1.69 0.083
H 0.80 -0.85 -2.08 0.089
```



(8)
Molecular formula: C54H99F2N19O4S2
Method: DFT, the ωB97M-V functional and the def2-TZVPD basis

- charge = +8
- multiplicity = 1
- LUMO level (eV) = -13.8
- largest force on an atom (eV/Å) = 8.67
- HOMO-LUMO gap (eV) = 0.705
- HOMO (eV) = -14.47

Structure (XYZ):
```
180
Properties=species:S:1:pos:R:3:lowdin_charge:R:1
C -8.06 4.04 10.52 0.049
C -8.09 3.59 11.67 -0.194
N -8.63 4.24 12.79 -0.049
C -9.60 5.16 12.89 0.037
C -9.62 5.50 14.23 0.026
N -8.49 4.97 14.81 -0.089
C -7.94 4.20 13.88 -0.053
C -7.87 5.24 16.11 0.021
H -25.54 -11.37 18.10 0.166
H -8.53 5.03 10.05 0.154
H -7.61 3.27 9.87 0.060
H -8.28 0.76 9.10 0.130
H -7.86 2.54 11.94 0.150
H -10.21 5.45 12.08 0.134
H -10.16 6.17 14.89 0.141
H -6.81 4.10 14.02 0.218
H -7.93 6.28 16.41 0.103
H -6.84 4.93 16.32 0.112
H -8.48 4.58 16.76 0.112
C -19.29 12.10 29.98 -0.093
C -18.56 10.81 29.80 -0.163
N -19.46 9.71 30.13 -0.041
C -19.21 8.43 29.82 0.003
C -20.38 7.70 29.92 0.039
N -21.35 8.62 30.24 -0.119
C -20.79 9.82 30.35 -0.005
C -22.71 8.32 30.38 0.000
H -19.44 12.15 31.07 0.096
H -20.27 12.21 29.42 0.108
H -18.63 12.93 29.74 0.096
H -17.83 10.86 30.58 0.135
H -18.20 10.68 28.81 0.128
H -18.22 8.11 29.56 0.140
H -20.60 6.67 29.86 0.136
H -21.30 10.76 30.64 0.174
H -22.71 7.41 31.01 0.121
H -23.13 8.01 29.37 0.138
H -23.24 9.08 30.92 0.101
C -4.03 4.22 25.32 -0.055
C -5.12 3.32 25.57 -0.083
N -8.95 -6.49 23.35 0.139
C -9.17 -5.43 23.93 -0.145
C -10.20 -4.47 23.29 0.017
N -10.38 -5.07 22.18 -0.171
C -9.82 -6.36 22.29 -0.038
C -11.40 -4.76 21.16 0.009
H -3.26 4.30 26.10 0.040
H -16.15 7.54 25.52 -0.032
H -4.06 4.90 24.48 0.022
H -5.95 3.11 24.87 0.017
H -5.45 2.61 26.41 0.060
H -8.53 -5.05 24.60 0.079
H -10.53 -3.41 23.35 0.142
H -10.23 -6.99 21.53 0.124
H -10.99 -5.10 20.20 0.101
H -11.58 -3.69 21.22 0.088
H -12.35 -5.32 21.48 0.130
C -31.34 3.16 12.60 -0.052
C -31.00 3.37 14.11 -0.130
N -30.50 2.12 14.67 -0.039
C -29.21 1.66 14.75 -0.034
C -29.20 0.39 14.96 -0.002
N -30.51 -0.05 14.83 -0.075
C -31.25 1.05 14.73 -0.037
C -31.04 -1.41 14.83 0.024
H -30.48 3.01 11.94 0.087
H -31.84 4.05 12.19 0.092
H -32.06 2.36 12.45 0.068
H -31.80 3.72 14.76 0.134
H -30.14 4.08 14.04 0.137
H -28.42 2.36 14.77 0.139
H -28.46 -0.35 15.20 0.149
H -32.33 0.97 14.55 0.189
H -31.39 -1.76 13.82 0.127
H -31.91 -1.36 15.52 0.113
H -30.26 -2.10 15.20 0.113
C -31.97 12.69 26.67 -0.069
C -32.08 13.43 28.00 -0.164
N -32.83 12.62 28.94 -0.047
C -33.92 11.84 28.64 -0.023
C -34.05 10.94 29.64 0.013
N -33.04 11.17 30.57 -0.091
C -32.37 12.24 30.19 0.008
C -32.69 10.50 31.80 0.015
H -31.65 13.42 25.93 0.078
H -32.89 12.24 26.26 0.090
H -31.19 11.96 26.80 0.076
H -32.59 14.41 27.75 0.151
H -31.11 13.61 28.44 0.121
H -34.61 12.00 27.82 0.153
H -34.93 10.26 29.82 0.166
H -31.41 12.60 30.56 0.179
H -31.85 9.88 31.62 0.085
H -33.49 9.72 31.99 0.125
H -32.51 11.13 32.72 0.133
C -30.34 15.01 16.25 -0.054
C -29.24 15.76 17.00 -0.113
N -27.95 15.68 16.18 -0.043
C -27.49 16.51 15.10 0.051
C -26.34 15.93 14.67 -0.021
N -26.10 14.81 15.40 -0.112
C -27.09 14.69 16.34 -0.014
C -25.05 13.91 15.10 -0.012
H -30.83 14.26 16.89 0.085
H -29.94 14.38 15.43 0.094
H -31.15 15.63 15.97 0.070
H -28.99 15.32 17.97 0.124
H -29.43 16.81 17.16 0.124
H -28.16 17.33 14.78 0.157
H -25.72 16.31 13.88 0.142
H -27.27 13.82 16.95 0.172
H -24.07 14.39 15.13 0.108
H -25.23 13.42 14.06 0.148
H -25.04 13.17 15.89 0.095
C -23.03 -8.93 16.64 -0.066
C -23.18 -10.31 15.97 -0.123
N -21.85 -10.58 15.28 -0.036
C -20.72 -11.24 15.83 0.051
C -19.68 -10.78 15.11 -0.025
N -20.09 -10.02 14.08 -0.032
C -21.42 -9.91 14.27 -0.063
C -19.23 -9.36 13.07 0.030
H -23.89 -8.57 17.25 0.094
H -23.00 -8.18 15.92 0.043
H -22.16 -8.74 17.27 0.090
H -24.00 -10.45 15.28 0.121
H -23.36 -11.14 16.66 0.086
H -20.87 -11.84 16.69 0.134
H -18.69 -10.96 15.21 0.117
H -22.18 -9.27 13.72 0.200
H -18.17 -9.49 13.19 0.098
H -19.21 -8.29 13.12 0.093
H -19.38 -9.63 12.04 0.105
C -16.56 24.28 13.37 -0.096
C -15.66 23.42 12.56 -0.102
N -15.21 22.27 13.49 -0.027
C -14.65 21.13 13.16 -0.023
C -14.20 20.56 14.31 0.010
N -14.47 21.47 15.32 -0.068
C -15.11 22.50 14.79 -0.026
C -14.15 21.32 16.77 0.058
H -17.48 23.75 13.73 0.114
H -16.91 25.09 12.70 0.108
H -16.10 24.87 14.18 0.087
H -14.79 23.85 12.11 0.133
H -16.24 22.97 11.79 0.122
H -14.55 20.82 12.16 0.140
H -14.02 19.50 14.42 0.136
H -15.53 23.28 15.33 0.140
H -14.12 20.22 16.84 0.112
H -14.91 21.77 17.37 0.094
H -13.21 21.76 16.99 0.089
C -10.45 16.07 24.46 -0.049
C -8.93 15.97 24.90 -0.146
N -8.50 14.73 25.41 -0.059
C -8.75 13.58 24.81 -0.022
C -7.98 12.62 25.39 0.053
N -7.34 13.21 26.51 -0.049
C -7.67 14.53 26.44 0.031
C -6.38 12.65 27.46 0.030
H -10.61 17.08 24.04 0.085
H -11.23 16.00 25.22 0.080
H -10.69 15.37 23.64 0.072
H -8.83 16.79 25.61 0.140
H -8.42 16.25 24.04 0.111
H -9.27 13.45 23.97 0.104
H -7.97 11.61 25.13 0.117
H -7.34 15.33 27.05 0.169
H -6.40 11.56 27.47 0.102
H -6.73 12.92 28.45 0.102
H -5.36 13.04 27.21 0.128
N -15.66 -0.52 20.38 0.018
S -24.26 2.72 23.07 0.750
O -23.30 3.69 23.58 -0.466
O -23.36 1.58 22.66 -0.462
F -24.50 1.83 24.58 -0.407
S -17.12 -0.93 20.18 0.564
O -17.27 -0.12 21.39 -0.177
O -17.44 -2.41 20.01 -0.263
F -17.50 0.17 19.16 -0.143
```